No. 1
Density functional theory data (ωB97M-V/def2-TZVPD) for C21H38InO8 as an isolated structure.

Each line ends with the Löwdin charge.
Cartesian coordinates (Å):
C -7.265 -1.907 2.024  0.003
C -6.018 -1.262 2.590  -0.557
O -5.003 -1.865 2.780  0.122
O -6.195 0.032 2.954  -0.063
C -5.959 1.011 1.882  -0.258
C -4.500 1.414 1.707  -0.300
In -3.627 1.134 -0.334  0.456
C -3.869 -0.943 -1.079  -0.308
C -5.291 -1.496 -1.269  -0.300
C -6.325 -0.509 -1.831  -0.463
C -7.757 -1.082 -1.750  -0.084
C -5.945 -0.128 -3.269  -0.094
H -7.862 -2.280 2.865  0.085
H -7.868 -1.183 1.471  0.072
H -6.995 -2.753 1.389  0.078
H -6.401 0.584 0.970  0.080
H -6.594 1.854 2.178  0.108
H -3.902 0.873 2.449  0.032
H -4.403 2.482 1.945  0.013
H -4.310 2.360 -1.446  -0.118
H -1.875 1.482 -0.178  -0.112
H -3.351 -1.567 -0.337  0.021
H -3.295 -1.034 -2.010  0.026
H -5.287 -2.346 -1.978  0.104
H -5.657 -1.908 -0.316  0.077
H -6.283 0.420 -1.247  0.080
H -8.372 -0.553 -1.014  0.060
H -7.736 -2.139 -1.448  0.066
H -8.272 -1.043 -2.718  0.061
H -6.769 0.400 -3.768  0.068
H -5.701 -1.025 -3.852  0.080
H -5.078 0.540 -3.275  0.051
O -0.211 -2.436 -2.750  0.102
C 0.208 -2.037 -1.699  -0.493
O -0.046 -0.805 -1.228  0.012
C 0.653 -0.563 -0.001  -0.162
C 0.945 -1.948 0.568  -0.145
C 1.094 -2.775 -0.707  -0.082
H 1.567 -0.021 -0.232  0.094
H 0.006 0.055 0.617  0.096
H 1.820 -1.956 1.214  0.109
H 0.083 -2.299 1.139  0.116
H 2.115 -2.750 -1.093  0.114
H 0.770 -3.810 -0.620  0.117
O 3.692 -0.578 -0.835  0.119
C 4.225 0.480 -0.679  -0.474
O 4.352 1.038 0.552  0.024
C 4.906 2.359 0.446  -0.152
C 5.649 2.377 -0.885  -0.145
C 4.811 1.414 -1.719  -0.063
H 4.082 3.077 0.475  0.128
H 5.547 2.522 1.310  0.117
H 5.736 3.377 -1.304  0.117
H 6.653 1.973 -0.752  0.089
H 3.977 1.909 -2.221  0.135
H 5.372 0.843 -2.455  0.127
O 8.849 0.416 -0.843  0.127
C 9.199 0.805 0.231  -0.485
O 8.851 2.033 0.694  0.006
C 9.469 2.291 1.964  -0.153
C 9.793 0.913 2.536  -0.149
C 10.054 0.104 1.269  -0.074
H 10.365 2.891 1.793  0.125
H 8.768 2.864 2.567  0.124
H 10.624 0.933 3.237  0.114
H 8.919 0.515 3.054  0.119
H 11.093 0.167 0.940  0.131
H 9.774 -0.944 1.332  0.127

Values from the calculation:
HOMO = -4.27 eV
LUMO = 1.597 eV
net charge = -1

No. 2
Density functional theory data (ωB97M-V/def2-TZVPD) for C21H38N4OPt as an isolated structure.

Each line ends with the natural charge from an NBO analysis.
Cartesian coordinates (Å):
Pt 1.227 0.327 -0.165  1.008
N 3.445 1.636 -0.249  -0.824
C 3.339 3.062 0.060  -0.227
C 2.072 3.619 -0.581  -0.225
N 0.905 2.974 0.015  -0.858
H 4.155 1.172 0.302  0.381
H 3.667 1.497 -1.228  0.377
H 4.204 3.635 -0.291  0.183
H 3.271 3.177 1.144  0.193
H 2.092 3.370 -1.645  0.193
H 2.059 4.710 -0.489  0.182
H 0.068 3.154 -0.528  0.388
H 0.745 3.334 0.950  0.369
C -1.008 -2.172 2.064  -0.589
C -2.412 -1.959 1.485  -0.233
C -3.185 -0.921 2.309  -0.594
C -2.466 -1.590 0.014  -0.107
C -3.213 -2.413 -0.819  -0.196
C -3.402 -2.130 -2.161  -0.259
C -2.911 -0.935 -2.655  -0.199
C -2.189 -0.059 -1.857  -0.114
C -1.787 1.277 -2.458  -0.235
C -2.239 2.459 -1.593  -0.610
C -0.290 1.326 -2.770  -0.564
C -1.863 -0.416 -0.515  0.420
O -1.056 0.345 0.216  -0.926
H -1.055 -2.840 2.928  0.199
H -0.584 -1.231 2.393  0.197
H -0.341 -2.619 1.326  0.213
H -2.937 -2.914 1.574  0.196
H -2.756 0.071 2.149  0.197
H -3.134 -1.160 3.375  0.198
H -4.233 -0.887 2.008  0.210
H -3.657 -3.310 -0.401  0.199
H -3.943 -2.816 -2.800  0.206
H -3.115 -0.652 -3.683  0.198
H -2.317 1.363 -3.411  0.201
H -1.762 2.421 -0.616  0.211
H -3.318 2.419 -1.438  0.218
H -2.003 3.414 -2.074  0.193
H 0.281 1.033 -1.872  0.151
H 0.024 2.328 -3.079  0.192
H -0.039 0.621 -3.564  0.217
N 0.098 1.073 2.444  -0.354
C 0.083 1.448 3.733  -0.030
C 1.312 1.120 4.265  -0.349
C 2.008 0.510 3.211  -0.034
N 1.262 0.494 2.117  -0.317
H -0.668 0.959 1.755  0.481
H -0.781 1.907 4.182  0.228
H 1.646 1.270 5.277  0.235
H 2.996 0.079 3.208  0.218
C 0.604 -2.892 -1.487  -0.613
C 2.050 -2.558 -1.130  -0.245
C 2.366 -3.008 0.296  -0.604
C 2.349 -1.070 -1.295  -0.723
H 0.365 -3.930 -1.245  0.202
H 0.408 -2.739 -2.551  0.206
H -0.071 -2.251 -0.921  0.221
H 2.701 -3.115 -1.818  0.183
H 1.666 -2.531 0.985  0.208
H 3.381 -2.717 0.581  0.193
H 2.282 -4.092 0.399  0.203
H 3.402 -0.903 -1.040  0.171
H 2.202 -0.771 -2.341  0.190

Values from the calculation:
HOMO (spin up / spin down) = -6.72 / -7.07 eV
LUMO (spin up / spin down) = 0.178 / -0.024 eV
2S+1 = 3

No. 3
Density functional theory data (ωB97M-V/def2-TZVPD) for a 2-piece molecular cluster, C21H39BFN3O8P overall.

Each line ends with the Löwdin charge.
Cartesian coordinates (Å):
C -3.959 -2.221 2.106  -0.079
C -3.491 -1.177 3.130  -0.235
C -4.059 0.213 2.920  -0.198
N -3.581 0.925 1.698  0.038
C -2.225 0.770 1.333  -0.203
C -1.932 0.091 0.146  0.053
C -3.120 -0.309 -0.717  -0.440
O -3.415 -1.449 -0.892  0.185
O -3.829 0.715 -1.207  0.053
C -3.157 1.863 -1.788  -0.332
C -3.865 2.126 -3.110  -0.007
C -3.168 3.080 -0.853  -0.130
C -1.773 3.559 -0.451  -0.232
C -0.932 4.062 -1.641  -0.073
C -0.607 -0.173 -0.218  -0.006
C -0.212 -1.066 -1.383  -0.306
C -0.539 -0.537 -2.768  0.019
F -0.814 -2.301 -1.200  0.032
C 0.419 0.385 0.538  0.034
B 1.989 0.227 0.177  -0.627
O 2.438 0.622 -1.042  0.222
O 2.875 -0.270 1.066  0.072
C 2.518 -1.390 1.911  -0.191
C 3.650 -2.408 1.953  -0.033
N 0.096 1.120 1.633  -0.062
N 1.111 1.754 2.381  0.135
C -1.170 1.306 2.066  -0.174
P -1.584 2.380 3.508  0.803
O -2.612 3.353 3.077  -0.383
H -3.200 -2.461 1.366  0.059
H -4.194 -3.154 2.618  0.077
H -4.870 -1.895 1.607  0.083
H -3.848 -1.482 4.115  0.113
H -2.399 -1.164 3.203  0.097
H -3.918 0.831 3.812  0.087
H -5.138 0.122 2.798  0.128
H -3.732 1.916 1.877  0.093
H -2.114 1.626 -2.006  0.117
H -4.109 1.184 -3.595  0.092
H -3.226 2.725 -3.756  0.087
H -4.794 2.662 -2.924  0.094
H -3.774 2.872 0.030  0.110
H -3.653 3.911 -1.368  0.124
H -1.864 4.346 0.297  0.110
H -1.229 2.744 0.036  0.067
H -1.532 4.156 -2.546  0.074
H -0.483 5.030 -1.435  0.076
H -0.114 3.376 -1.876  0.056
H 0.860 -1.262 -1.328  0.137
H -1.603 -0.644 -2.970  0.095
H 0.032 -1.102 -3.500  0.103
H -0.251 0.512 -2.861  0.086
H 1.844 1.203 -1.527  0.115
H 2.325 -1.013 2.919  0.116
H 1.600 -1.860 1.555  0.125
H 3.391 -3.334 1.443  0.087
H 3.894 -2.673 2.981  0.084
H 4.563 -2.020 1.507  0.081
H 1.755 1.058 2.734  0.102
H 1.596 2.424 1.796  0.132
H -1.966 1.437 4.471  0.030
H -0.396 2.922 3.985  0.016
C 7.802 -4.882 -2.646  -0.027
O 7.264 -3.967 -1.682  0.009
C 6.293 -3.191 -2.145  -0.624
O 5.842 -3.197 -3.259  0.130
O 5.887 -2.390 -1.153  0.002
C 4.842 -1.493 -1.525  -0.046
H 8.574 -5.438 -2.124  0.095
H 7.029 -5.559 -3.002  0.099
H 8.233 -4.341 -3.485  0.100
H 3.958 -2.046 -1.844  0.101
H 5.159 -0.827 -2.324  0.107
H 4.611 -0.913 -0.638  0.067

Values from the calculation:
energy relative to the best compared isomer or geometry (same formula, charge and spin) = 0.0 kJ/mol
HOMO = -12.67 eV
LUMO = -4.744 eV
net charge = +1

No. 4
Density functional theory data (ωB97M-V/def2-TZVPD) for an isolated ion of composition C21H39BFNO7P and charge -1.

Each line ends with the Löwdin charge.
Cartesian coordinates (Å):
C 2.769 0.860 -3.060  -0.126
C 2.672 1.793 -1.836  -0.277
C 1.286 1.874 -1.170  -0.249
P 0.822 0.710 0.281  0.757
C 0.389 -0.454 1.772  -0.257
O -0.803 -1.229 1.559  -0.219
C -0.988 -2.262 2.499  -0.177
C -1.156 -3.608 1.753  -0.160
O -2.424 -4.213 1.980  -0.148
C -3.389 -3.801 1.036  -0.194
C -3.728 -4.926 0.038  -0.178
O -3.905 -4.473 -1.289  -0.140
C -5.183 -3.947 -1.558  -0.277
C -5.159 -2.407 -1.506  -0.070
C 1.585 1.918 1.665  -0.183
C 2.531 3.023 1.306  -0.226
C 2.018 4.288 1.111  -0.070
C 2.782 5.376 0.816  -0.113
C 4.141 5.258 0.707  -0.116
C 4.683 4.027 0.927  -0.080
C 3.915 2.934 1.228  -0.232
C 4.642 1.632 1.496  -0.041
C 0.103 -0.589 -0.947  -0.214
C -1.370 -0.545 -1.294  -0.360
C -1.822 0.341 -2.443  -0.048
F -1.644 -1.871 -1.865  -0.116
O 2.497 -0.087 0.337  -0.316
N 2.760 -1.162 -0.399  -0.138
O 3.182 -2.078 0.248  -0.020
B -0.861 1.698 0.562  -0.643
O -1.396 2.655 -0.330  0.069
O -1.664 1.587 1.720  0.079
H 2.190 1.243 -3.903  0.065
H 3.817 0.896 -3.384  0.062
H 2.565 -0.183 -2.827  0.043
H 3.532 1.592 -1.201  0.074
H 2.869 2.787 -2.261  0.099
H 1.062 2.924 -0.978  0.069
H 0.581 1.621 -1.966  0.056
H 1.216 -1.144 1.977  0.090
H 0.250 0.120 2.695  0.087
H -0.189 -2.308 3.244  0.116
H -1.929 -2.082 3.040  0.128
H -1.058 -3.397 0.685  0.122
H -0.335 -4.267 2.042  0.120
H -4.310 -3.584 1.595  0.123
H -3.123 -2.878 0.517  0.115
H -4.609 -5.485 0.373  0.115
H -2.902 -5.641 0.040  0.127
H -5.523 -4.228 -2.559  0.109
H -5.939 -4.299 -0.845  0.110
H -6.017 -1.970 -2.022  0.068
H -5.155 -2.114 -0.456  0.064
H -4.258 -2.035 -1.994  0.065
H 2.137 1.256 2.341  0.075
H 0.804 2.348 2.300  0.082
H 0.940 4.401 1.201  0.116
H 2.279 6.324 0.657  0.097
H 4.729 6.132 0.456  0.094
H 5.763 3.940 0.874  0.105
H 5.705 1.857 1.633  0.068
H 4.561 0.921 0.682  0.058
H 4.289 1.190 2.429  0.080
H 0.624 -0.613 -1.909  0.077
H 0.234 -1.616 -0.595  0.079
H -2.056 -0.592 -0.449  0.124
H -2.912 0.448 -2.397  0.073
H -1.624 -0.150 -3.394  0.084
H -1.399 1.344 -2.485  0.063
H -2.309 2.428 -0.534  0.088
H -1.787 2.489 2.038  0.092

Values from the calculation:
HOMO = -4.46 eV
LUMO = 2.636 eV
net charge = -1

No. 5
Density functional theory data (ωB97M-V/def2-TZVPD) for C21H39CdNP2 as an isolated structure.

Each line ends with the natural charge from an NBO analysis.
Cartesian coordinates (Å):
P 3.481 -0.523 -4.416  1.662
P 4.409 -2.396 -1.545  1.602
C 5.044 -1.601 -4.274  -0.782
C 4.815 -2.764 -3.337  -0.695
H 5.896 -1.012 -3.914  0.198
H 5.299 -1.934 -5.291  0.247
H 4.061 -3.444 -3.755  0.246
H 5.746 -3.343 -3.256  0.227
C 6.049 -2.440 -0.735  -0.965
H 5.941 -2.272 0.349  0.247
H 6.706 -1.655 -1.137  0.261
H 6.510 -3.428 -0.888  0.243
C 3.538 -3.756 -0.681  -0.946
H 4.213 -4.626 -0.662  0.267
H 2.612 -4.105 -1.163  0.270
H 3.301 -3.479 0.359  0.265
C 3.759 0.941 -5.563  -0.996
H 2.824 1.284 -6.033  0.225
H 4.423 0.652 -6.382  0.210
H 4.208 1.821 -5.098  0.192
C 3.050 -1.460 -6.120  -0.995
H 2.957 -2.541 -5.950  0.174
H 3.812 -1.307 -6.892  0.188
H 2.089 -1.113 -6.537  0.205
Cd -0.471 -0.514 0.387  1.326
C 4.150 -0.610 -1.686  -0.533
C 4.113 0.329 -2.891  -0.579
C 3.167 1.517 -2.742  -0.417
C 1.724 1.168 -3.279  -0.408
C 1.644 -0.016 -4.204  -0.658
C 2.017 -1.414 -3.872  -0.604
C 1.888 -1.754 -2.386  -0.426
C 2.608 -0.865 -1.339  -0.466
C -1.478 0.110 -1.392  -1.208
H 4.626 -0.090 -0.837  0.236
H 5.136 0.673 -3.072  0.228
H 3.567 2.383 -3.294  0.229
H 3.140 1.824 -1.691  0.186
H 1.006 1.065 -2.453  0.168
H 1.393 2.024 -3.879  0.223
H 1.038 0.112 -5.113  0.218
H 1.619 -2.243 -4.480  0.240
H 2.241 -2.791 -2.352  0.177
H 0.826 -1.876 -2.119  0.201
H 2.098 0.091 -1.231  0.250
H 2.544 -1.309 -0.331  0.188
H -2.451 -0.413 -1.333  0.215
H -0.972 -0.215 -2.309  0.230
H -1.709 1.184 -1.469  0.230
C 0.534 2.039 2.204  -0.637
C 0.266 0.871 3.060  0.081
C 0.504 0.669 4.439  -0.314
C -0.023 -0.605 4.762  -0.326
C -0.554 -1.147 3.567  0.086
C -1.279 -2.411 3.351  -0.632
N -0.342 -0.251 2.545  -0.733
H 1.026 1.732 1.263  0.185
H 1.202 2.741 2.722  0.232
H -0.407 2.561 1.951  0.215
H 1.011 1.379 5.084  0.210
H -0.034 -1.110 5.722  0.211
H -1.139 -3.065 4.224  0.227
H -2.360 -2.224 3.226  0.212
H -0.906 -2.929 2.453  0.186

Values from the calculation:
energy relative to the best compared isomer or geometry (same formula, charge and spin) = 563.1 kJ/mol
HOMO = -5.16 eV
LUMO = -0.504 eV

No. 6
Density functional theory data (ωB97M-V/def2-TZVPD) for a 5-piece molecular cluster, C21H39F6O13 overall.

Each line ends with the Löwdin charge.
Cartesian coordinates (Å):
O 0.419 -1.590 1.267  0.027
C 0.554 -1.524 -0.085  -0.943
O 1.142 -0.595 -0.654  -0.072
O 0.354 -2.549 -0.721  -0.067
H 0.375 -2.533 1.092  0.057
C -4.695 2.333 -0.801  -0.092
O -5.618 1.710 -1.721  -0.179
C -5.197 1.759 -3.090  -0.175
C -5.196 3.170 -3.728  -0.201
O -6.439 3.334 -4.335  -0.149
C -6.876 4.623 -4.760  -0.144
C -6.234 5.336 -6.030  -0.249
O -4.945 5.644 -5.771  -0.182
C -4.224 6.152 -6.915  -0.077
H -3.908 1.666 -0.449  0.088
H -5.171 2.708 0.105  0.082
H -4.183 3.164 -1.286  0.069
H -5.941 1.259 -3.710  0.125
H -4.202 1.342 -3.247  0.123
H -4.504 3.070 -4.565  0.126
H -5.044 3.929 -2.962  0.120
H -6.827 5.357 -3.956  0.117
H -7.946 4.480 -4.912  0.118
H -6.769 6.268 -6.214  0.117
H -6.323 4.767 -6.956  0.117
H -3.139 6.199 -6.831  0.088
H -4.590 7.138 -7.202  0.080
H -4.431 5.574 -7.816  0.079
C 1.913 2.911 -5.400  -0.088
O 3.108 3.055 -4.571  -0.187
C 3.264 4.324 -3.867  -0.188
C 3.605 4.166 -2.400  -0.141
O 4.651 3.147 -2.202  -0.131
C 5.321 3.204 -0.929  -0.193
C 6.409 2.174 -0.860  -0.213
O 6.005 0.825 -1.150  -0.177
C 7.026 -0.118 -0.861  -0.116
H 0.999 3.421 -5.095  0.077
H 1.671 1.881 -5.661  0.084
H 2.220 3.352 -6.348  0.071
H 2.314 4.842 -4.000  0.104
H 3.868 4.980 -4.495  0.115
H 2.760 3.847 -1.790  0.133
H 4.042 5.121 -2.106  0.114
H 4.634 3.022 -0.103  0.131
H 5.868 4.137 -0.789  0.118
H 6.964 2.095 0.075  0.114
H 7.181 2.418 -1.589  0.118
H 6.453 -1.032 -1.015  0.097
H 7.343 -0.020 0.177  0.076
H 7.911 -0.028 -1.492  0.080
C 4.402 -3.590 4.021  -0.043
C 3.537 -4.346 5.028  -0.220
O 4.249 -5.365 5.674  -0.010
C 5.033 -5.203 6.802  -0.317
O 5.415 -4.214 7.366  0.163
C 5.321 -6.641 7.446  -0.480
F 4.734 -6.773 8.641  0.164
F 4.902 -7.642 6.623  0.125
F 6.665 -6.865 7.545  0.126
H 5.456 -3.724 4.266  0.076
H 4.192 -2.521 3.991  0.085
H 4.283 -4.059 3.044  0.080
H 2.669 -4.831 4.582  0.130
H 3.141 -3.651 5.769  0.122
C -3.327 -4.647 7.322  -0.051
C -2.966 -5.789 6.290  -0.196
O -3.843 -5.693 5.166  -0.006
C -3.359 -5.630 3.872  -0.296
O -2.212 -5.828 3.496  0.153
C -4.488 -5.361 2.836  -0.636
F -4.189 -4.412 2.018  0.231
F -4.565 -6.421 2.145  0.229
F -5.712 -5.141 3.416  0.130
H -2.606 -4.650 8.139  0.073
H -4.356 -4.723 7.674  0.068
H -3.384 -3.711 6.767  0.072
H -3.031 -6.730 6.836  0.114
H -1.932 -5.756 5.945  0.113

Values from the calculation:
energy relative to the best compared isomer or geometry (same formula, charge and spin) = 275.1 kJ/mol
HOMO = -3.43 eV
LUMO = 2.102 eV
net charge = -1